No. 1
Formula: C4H9N2O2
Source: the Open Molecules 2025 dataset
Level of theory: the ωB97M-V functional and the def2-TZVPD basis

Output
ΔE to the lowest compared entry with this formula, charge and spin = 7.1614 eV
2S+1 = 1
Kohn-Sham gap = 4.5 eV
net charge = -1
total energy = -11364.00417 eV
HOMO = -1.7000 eV

Positions of all 17 atoms, in Å:
1 N -2.07012 -0.79148 -1.39630
2 C -0.69873 -0.27211 -1.48833
3 C 0.08698 -0.99790 -0.42560
4 N -0.35379 -0.64018 0.93701
5 C 0.56073 0.14526 1.76924
6 C 0.99345 1.41140 0.96952
7 O 2.26738 1.12668 0.42370
8 O 0.20131 2.44856 1.03705
9 H -2.51957 -0.78489 -2.27952
10 H -0.24054 -0.42604 -2.53214
11 H 1.18838 1.03075 -0.16587
12 H -0.68366 0.79149 -1.32486
13 H -0.08066 -2.05603 -0.58485
14 H 1.16890 -0.79626 -0.48871
15 H -1.27262 -0.11165 0.80659
16 H 1.44685 -0.48952 1.98748
17 H 0.00571 0.41193 2.75561

---

No. 2
Formula: C12H17Br2N3O
Source: the Open Molecules 2025 dataset
Level of theory: the ωB97M-V functional and the def2-TZVPD basis

Output
ΔE to the lowest compared entry with this formula, charge and spin = 0.8786 eV
2S+1 = 1
Kohn-Sham gap = 8.5 eV
total energy = -159311.55104 eV
HOMO = -8.1378 eV

Positions of all 35 atoms, in Å:
1 C -4.81315 -1.88652 -0.09952
2 H -5.36650 -2.69742 0.14048
3 H -5.29369 -0.89286 -0.34858
4 H -4.37071 -2.19599 -1.16681
5 C -3.75330 -1.81777 0.70871
6 N -2.97268 -0.64064 0.53060
7 C -1.89206 -0.72576 -0.11763
8 C -1.38933 0.73413 -0.53667
9 C -2.35513 1.49235 0.21959
10 N -3.18809 0.64478 0.83000
11 H -2.38720 2.72691 0.48403
12 C -0.26143 1.29300 -1.23101
13 N 1.05595 0.72147 -0.45426
14 C 2.22647 1.59881 -0.55456
15 O 2.32374 2.34724 -1.57282
16 C 3.32480 1.05699 0.38693
17 C 3.84571 -0.52031 0.33457
18 C 3.21401 0.20751 1.59990
19 H 2.38199 0.05457 1.80514
20 H 3.90986 0.51821 2.44457
21 Br 2.72284 -1.70544 -0.72316
22 Br 5.56100 -0.75308 0.38217
23 C 4.47208 2.26036 0.28401
24 H 4.00531 3.13693 0.76446
25 H 4.80902 2.47246 -1.03838
26 H 5.41213 1.89302 0.83580
27 H 0.94644 -0.01088 0.34280
28 H -0.02843 0.87751 -2.14297
29 H -0.27785 2.24149 -1.17331
30 C -1.18970 -1.90033 -0.73913
31 H -0.88347 -2.39787 -0.04713
32 H -1.98612 -2.43517 -1.52873
33 H -0.33270 -1.60459 -1.41699
34 H -4.26279 -1.48768 1.78847
35 H -3.20701 -2.60540 1.00943

---

No. 3
Formula: C5H11NO
Source: the Open Molecules 2025 dataset
Level of theory: the ωB97M-V functional and the def2-TZVPD basis

Output
ΔE to the lowest compared entry with this formula, charge and spin = 1.5511 eV
SMILES = CCCCNC=O
2S+1 = 1
Kohn-Sham gap = 10.6 eV
total energy = -8900.14625 eV
HOMO = -9.7181 eV

Positions of all 18 atoms, in Å:
1 C -0.07228 -1.85319 -1.42198
2 C 0.85606 -1.25042 -0.37698
3 C 0.11132 -0.75609 0.88850
4 C -0.78507 0.54628 0.96660
5 N 0.03843 1.75752 0.92203
6 C -0.11290 2.78923 -0.11038
7 O -1.01273 2.89819 -0.96747
8 H 0.33410 -1.97580 -2.45894
9 H -0.64522 -2.64232 -0.96110
10 H -0.90652 -1.15699 -1.59937
11 H 1.47543 -0.45057 -0.93273
12 H 1.53578 -2.13648 -0.10161
13 H -0.43608 -1.67940 1.14680
14 H 0.87394 -0.57044 1.66943
15 H -1.47239 0.61893 0.09540
16 H -1.44190 0.56011 1.89324
17 H 0.87246 1.83923 1.56999
18 H 0.78758 3.46221 -0.22143

---

No. 4
Formula: C46H45N4
Source: the Open Molecules 2025 dataset
Level of theory: the ωB97M-V functional and the def2-TZVPD basis

Output
2S+1 = 1
Kohn-Sham gap = 6.0 eV
net charge = +1
total energy = -54385.41148 eV
HOMO = -10.5622 eV

Positions of all 95 atoms, in Å:
1 C -4.47658 -4.52455 -1.68790
2 C -3.70811 -3.24191 -1.34358
3 C -2.64784 -2.90319 -2.39621
4 C -1.28879 -3.53538 -2.12834
5 N -0.26728 -2.79193 -1.88527
6 C 1.04647 -3.40104 -1.77068
7 C 0.96464 -4.80485 -1.23574
8 C -0.03187 -5.60936 -2.04313
9 N -1.27683 -4.89220 -2.16102
10 C -2.39708 -5.64737 -2.72825
11 C -3.59744 -5.77067 -1.79603
12 H -5.23241 -4.69681 -0.90853
13 H -5.00740 -4.36305 -2.64005
14 H -4.42476 -2.40655 -1.29042
15 H -3.26724 -3.32152 -0.33742
16 H -3.00181 -3.19432 -3.39490
17 H -2.48708 -1.82152 -2.40099
18 H 1.56875 -3.42093 -2.74616
19 H 1.61389 -2.75798 -1.09499
20 H 1.94295 -5.28307 -1.29216
21 H 0.64650 -4.79437 -0.19057
22 H 0.38576 -5.82101 -3.04236
23 H -0.23952 -6.57012 -1.55585
24 H -2.70980 -5.19667 -3.68208
25 H -2.01923 -6.65383 -2.94710
26 H -3.24665 -6.05487 -0.79406
27 H -4.22196 -6.59344 -2.16767
28 C 6.88126 5.63382 -1.90671
29 C 6.99832 4.65055 -2.89748
30 C 6.50880 3.36739 -2.66470
31 C 5.88041 3.07473 -1.44770
32 N 5.44368 1.73961 -1.21120
33 C 6.31321 0.93687 -0.40782
34 C 6.37195 1.10312 0.97189
35 C 7.17446 0.24950 1.73066
36 C 7.93209 -0.74381 1.10229
37 C 7.89940 -0.87239 -0.29121
38 C 7.09156 -0.03225 -1.05044
39 C 4.06530 1.39735 -1.17652
40 C 3.45282 0.87988 -2.32977
41 C 2.19245 0.32228 -2.25320
42 C 1.43900 0.32912 -1.03995
43 C 0.07393 -0.07888 -1.06135
44 C -0.96702 0.57446 -0.35979
45 C -2.33306 0.41002 -0.75874
46 C -3.37333 0.88641 0.00858
47 C -3.10804 1.41534 1.28784
48 N -4.15744 1.62804 2.18895
49 C -4.00294 1.23269 3.55072
50 C -3.45482 2.10449 4.48586
51 C -3.27779 1.66721 5.80372
52 C -3.69014 0.38253 6.17408
53 C -4.29899 -0.46188 5.23955
54 C -4.44973 -0.04242 3.91904
55 C -5.17358 2.57663 1.89809
56 C -6.44597 2.12899 1.53613
57 C -7.45694 3.06364 1.31098
58 C -7.19469 4.42939 1.47541
59 C -5.92104 4.86586 1.86000
60 C -4.90101 3.93637 2.05902
61 C -1.78424 1.67953 1.66304
62 C -0.76251 1.42249 0.77526
63 C 2.12444 0.78776 0.12465
64 C 3.36565 1.39418 0.03325
65 C 5.78306 4.04140 -0.44783
66 C 6.29042 5.32224 -0.67502
67 H 7.25323 6.64269 -2.08942
68 H 7.46698 4.87942 -3.85674
69 H 6.59255 2.56228 -3.39697
70 H 5.79434 1.90405 1.43782
71 H 7.19701 0.37283 2.81196
72 H 8.54647 -1.41646 1.70077
73 H 8.50031 -1.63038 -0.79237
74 H 7.04815 -0.08330 -2.14067
75 H 4.01951 0.89274 -3.26100
76 H 1.71860 -0.08595 -3.14902
77 H -0.21802 -0.83179 -1.79515
78 H -2.54970 -0.08466 -1.70475
79 H -4.41161 0.77385 -0.30080
80 H -3.17774 3.11232 4.16873
81 H -2.82253 2.34312 6.52537
82 H -3.54712 0.04519 7.20200
83 H -4.66254 -1.44800 5.52951
84 H -4.93139 -0.66089 3.15920
85 H -6.60767 1.05331 1.44080
86 H -8.44627 2.71665 1.01179
87 H -7.98697 5.16052 1.31103
88 H -5.70498 5.92334 2.01086
89 H -3.89310 4.22927 2.36191
90 H -1.59056 2.09881 2.65167
91 H 0.21754 1.85705 0.96640
92 H 1.67828 0.67467 1.11517
93 H 3.83390 1.83728 0.90846
94 H 5.32185 3.76113 0.50145
95 H 6.21321 6.07117 0.11389